[1]
C4H9N4P | the ωB97M-V functional and the def2-TZVPD basis

Properties
structure (SMILES) = CC(C)n1nnnc1P
HOMO energy = -10.06 eV
energy above the lowest of the compared OMol25 structures with the same formula, charge and spin = 0.000 eV
HOMO-LUMO gap = 10.666 eV
lowest unoccupied orbital energy = 0.61 eV
charge = 0

Structure (XYZ):
```
18
C4H9N4P | the OMol25 dataset | the ωB97M-V functional and the def2-TZVPD basis
P -1.27143 2.55704 -0.14636
N 0.36051 2.39302 -2.43661
N 0.86155 0.29527 -2.32589
N 0.13183 0.58350 -1.28747
N 0.94217 1.30591 -3.03298
C -0.14906 1.92097 -1.35722
C 1.01270 -0.05833 0.77324
C -0.30493 -1.73955 -0.47621
C -0.11355 -0.28477 -0.13650
H -2.41134 2.31510 -1.12606
H 0.62269 -2.24429 -0.88509
H -0.60506 -2.39356 0.34826
H -1.12933 -1.62071 -1.22126
H 1.09363 0.93599 1.42330
H 1.87368 -0.27013 0.22190
H 0.80502 -0.90002 1.41973
H -0.95498 3.82617 -0.73265
H -1.04001 0.05119 0.42010
```

natural (NBO) population analysis, charges in e, atoms 1 to 4:
1 P 0.280
2 N -0.304
3 N -0.052
4 N -0.209

[2]
C4H9N5OS | the ωB97M-V functional and the def2-TZVPD basis

Properties
structure (SMILES) = NNC(=O)CN1CSC(N)=N1
HOMO energy = -8.42 eV
HOMO-LUMO gap = 9.028 eV
lowest unoccupied orbital energy = 0.61 eV
charge = 0

Structure (XYZ):
```
20
C4H9N5OS | the OMol25 dataset | the ωB97M-V functional and the def2-TZVPD basis
S -2.75300 -0.45250 -0.57961
O 3.15977 -0.51837 1.09135
N 2.25310 0.41973 -0.76750
N -0.61097 0.57704 0.48113
N -0.20586 -0.61549 -0.16690
N -2.47452 1.98289 0.60502
N 3.33678 1.27994 -0.98898
C -1.35475 -1.54158 -0.21019
C -1.84149 0.81610 0.28729
C 2.21949 -0.38511 0.32316
C 0.94175 -1.19652 0.50536
H -1.53498 -2.06269 0.77249
H 0.79035 -1.31443 1.58617
H 3.53654 1.70116 -0.09788
H -1.19913 -2.27666 -1.00356
H 1.36964 0.61966 -1.26765
H -1.90382 2.60442 1.13338
H 1.10823 -2.17856 0.07542
H -3.41855 1.88804 0.98907
H 4.14177 0.73983 -1.21754
```

natural (NBO) population analysis, charges in e, atoms 1 to 4:
1 S 0.202
2 O -0.631
3 N -0.466
4 N -0.363

[3]
C4H9N7 | the ωB97M-V functional and the def2-TZVPD basis

Properties
structure (SMILES) = NC(N)(N)Cc1nncnn1
HOMO energy = -9.54 eV
energy above the lowest of the compared OMol25 structures with the same formula, charge and spin = 1.300 eV
HOMO-LUMO gap = 8.583 eV
lowest unoccupied orbital energy = -0.96 eV
charge = 0

Structure (XYZ):
```
20
C4H9N7 | the OMol25 dataset | the ωB97M-V functional and the def2-TZVPD basis
N 2.70589 0.57557 -0.56279
N -2.54279 -1.19059 0.76957
N -3.25579 0.84569 -0.19167
N -1.33752 -0.98065 0.31160
N 1.64433 -1.41173 -0.03785
N 1.30236 0.55378 1.33289
N -2.04883 1.05705 -0.64128
C 0.26450 0.40412 -0.91969
C -3.46003 -0.26634 0.50850
C 1.47080 0.02308 -0.02484
C -1.10759 0.14216 -0.37437
H 0.36159 -0.12528 -1.87333
H 2.64638 1.58187 -0.66815
H 0.68100 1.35036 1.38806
H -4.45804 -0.43646 0.89019
H 0.96264 -0.16073 1.96004
H 2.21738 -1.71382 0.74025
H 0.75181 -1.88447 0.01762
H 0.32221 1.46845 -1.15038
H 2.87970 0.16793 -1.47436
```

natural (NBO) population analysis, charges in e, atoms 1 to 4:
1 N -0.820
2 N -0.171
3 N -0.171
4 N -0.221

[4]
C4H9NO | the ωB97M-V functional and the def2-TZVPD basis

Properties
HOMO energy (spin up / spin down) = 0.08 / -1.86 eV
energy above the lowest of the compared OMol25 structures with the same formula, charge and spin = 3.377 eV
HOMO-LUMO gap (spin up / spin down) = 4.239 / 6.059 eV
2S+1 = 2
lowest unoccupied orbital energy (spin up / spin down) = 4.32 / 4.20 eV
charge = -1

Structure (XYZ):
```
15
C4H9NO | the OMol25 dataset | the ωB97M-V functional and the def2-TZVPD basis
O -0.04660 2.30543 -1.29078
N -0.13597 -0.44898 -0.07564
C 1.30861 -0.38802 -0.51688
C -0.76685 0.68818 0.49991
C -0.96632 1.86090 -0.29867
C -0.27827 -1.66210 0.69753
H 0.38785 -1.66340 1.58791
H 1.39246 -0.97636 -1.43518
H 1.51721 0.64934 -0.74959
H -0.65113 1.35260 -1.50605
H 0.13733 -2.52844 0.16246
H -1.77927 2.50853 0.02384
H 1.98842 -0.78533 0.25561
H -1.30928 -1.69683 1.04328
H -0.79820 0.78447 1.60224
```

natural (NBO) population analysis, charges in e, atoms 1 to 4:
1 O -0.836
2 N -0.476
3 C -0.467
4 C -0.367

[5]
C4H9NO | the ωB97M-V functional and the def2-TZVPD basis

Properties
HOMO energy = -6.33 eV
energy above the lowest of the compared OMol25 structures with the same formula, charge and spin = 3.597 eV
HOMO-LUMO gap = 7.315 eV
lowest unoccupied orbital energy = 0.98 eV
charge = 0

Structure (XYZ):
```
15
C4H9NO | the OMol25 dataset | the ωB97M-V functional and the def2-TZVPD basis
O -1.60286 -1.08732 -0.01135
N 0.46783 -0.29135 -0.61694
C 1.72233 0.15155 -0.57337
C 2.26245 0.58547 0.73692
C -2.71489 -0.26122 -0.31307
C -0.46447 -0.39470 0.32747
H 2.19239 -0.22322 1.48851
H -3.58980 -0.91231 -0.39001
H 3.31255 0.87743 0.65090
H 1.70247 1.44108 1.15755
H -2.57316 0.26350 -1.26876
H 2.26130 0.19621 -1.50785
H -2.87997 0.48733 0.47175
H -0.22579 -0.21944 1.36841
H 0.12963 -0.61299 -1.52016
```

natural (NBO) population analysis, charges in e, atoms 1 to 4:
1 O -0.543
2 N -0.405
3 C -0.162
4 C -0.666

[6]
C4H9NO | the ωB97M-V functional and the def2-TZVPD basis

Properties
HOMO energy = -8.47 eV
energy above the lowest of the compared OMol25 structures with the same formula, charge and spin = 2.446 eV
HOMO-LUMO gap = 9.345 eV
lowest unoccupied orbital energy = 0.87 eV
charge = 0

Structure (XYZ):
```
15
C4H9NO | the OMol25 dataset | the ωB97M-V functional and the def2-TZVPD basis
O 0.74538 -1.80143 0.41871
N -0.10868 0.50343 -0.29227
C 1.16361 -0.95386 -0.37501
C -1.23205 -0.02516 -0.07930
C -2.50422 0.67802 0.18292
C 2.42820 -0.17484 -0.00217
H 2.45038 -0.08022 1.09063
H -3.36551 0.15252 -0.23378
H -2.47713 1.71969 -0.14445
H -0.00916 1.48910 -0.50030
H 0.82260 -1.01920 -1.45689
H 2.54614 0.82652 -0.43574
H -2.58392 0.64683 1.27481
H -1.18531 -1.11943 0.02916
H 3.29182 -0.78211 -0.28609
```

natural (NBO) population analysis, charges in e, atoms 1 to 4:
1 O -0.700
2 N -0.583
3 C 0.405
4 C 0.202